(1)
{
  "formula": "C4H6O2",
  "method": "ωB97M-V with the def2-TZVPD basis set",
  "lumo_ha": 0.0403,
  "smiles": "C1O[C@H]2C[C@H]2O1",
  "gap_ev": 10.407,
  "e_tot_ev": -8338.19386,
  "spin_multiplicity": 1,
  "symbols": ["C", "O", "C", "C", "C", "O", "H", "H", "H", "H", "H", "H"],
  "xyz": [[0.607760, -1.205012, -0.873230], [-0.154382, -0.122267, -1.383456], [-0.225439, 0.880157, -0.395784], [-1.037524, 0.602704, 0.836488], [0.436966, 0.311682, 0.821739], [0.746699, -1.025700, 0.521140], [1.605886, -1.262568, -1.344149], [0.059858, -2.137787, -1.056955], [-0.130010, 1.889903, -0.790555], [-1.341511, 1.497207, 1.368883], [-1.734745, -0.231215, 0.831583], [1.166443, 0.802896, 1.464294]],
  "atomic_forces_ev_per_a": [[0.014, -0.176, -0.105], [-0.133, -0.081, -0.037], [0.464, -0.183, -0.055], [-0.225, 0.185, 0.023], [0.006, 0.189, 0.045], [0.058, 0.007, 0.008], [-0.268, 0.219, 0.004], [0.117, 0.178, 0.038], [0.161, -0.279, 0.171], [-0.113, -0.129, 0.052], [0.189, 0.110, 0.052], [-0.269, -0.041, -0.198]]
}

(2)
{
  "formula": "C4H6O2",
  "method": "ωB97M-V with the def2-TZVPD basis set",
  "lumo_ha": 0.0279,
  "smiles": "OCC#CCO",
  "gap_ev": 10.752,
  "e_tot_ev": -8337.74435,
  "spin_multiplicity": 1,
  "symbols": ["O", "C", "C", "C", "C", "O", "H", "H", "H", "H", "H", "H"],
  "xyz": [[-2.258452, -1.230811, -0.664509], [-1.297475, -0.640489, -1.518901], [-0.222113, -0.003690, -0.745313], [0.498661, 0.497095, 0.082891], [1.360748, 0.971950, 1.173556], [1.848394, -0.087922, 1.972330], [-2.429814, -0.598764, 0.045950], [-1.746426, 0.101106, -2.198027], [-0.901083, -1.452291, -2.133787], [2.173748, 1.594359, 0.771181], [0.763972, 1.609013, 1.835548], [2.209840, -0.759557, 1.379080]],
  "atomic_forces_ev_per_a": [[-0.163, 0.200, 0.125], [0.281, 0.060, -0.265], [0.168, 0.192, 0.480], [-0.286, -0.271, -0.307], [-0.159, 0.324, -0.141], [0.181, -0.146, -0.114], [-0.045, -0.182, -0.084], [0.036, -0.145, 0.149], [-0.001, 0.117, 0.021], [-0.097, -0.153, 0.049], [0.142, -0.086, -0.071], [-0.056, 0.090, 0.159]]
}